[1]
Molecular formula: C24H12BCl5CrF4N6
Method: DFT, the ωB97M-V functional and the def2-TZVPD basis

```
53
Properties=species:S:1:pos:R:3:mulliken_charge:R:1
Cr -0.006 -0.261 -2.013 -0.40
C -4.326 -0.488 -2.174 -0.57
C -3.023 -0.287 -2.560 -0.42
N -2.020 -0.325 -1.674 0.86
C -2.332 -0.592 -0.382 -0.11
C -3.667 -0.790 -0.026 -0.29
N -4.655 -0.737 -0.898 -0.62
C -1.197 -0.666 0.520 0.04
C -1.222 -0.758 1.887 -0.51
C -0.021 -0.752 2.624 1.05
C 1.187 -0.690 1.902 -0.47
C 1.173 -0.606 0.534 -0.17
N -0.009 -0.586 -0.137 0.59
C 2.314 -0.502 -0.359 -0.04
C 3.653 -0.627 0.015 -0.18
N 4.646 -0.571 -0.851 -0.63
C 4.318 -0.400 -2.140 -0.59
C 3.011 -0.265 -2.543 -0.49
N 2.004 -0.293 -1.662 0.97
C -0.029 -0.764 4.106 1.04
C 1.146 -0.852 4.853 -0.48
C 1.089 -0.814 6.236 -0.43
N -0.042 -0.700 6.932 -0.64
C -1.168 -0.632 6.222 -0.40
C -1.212 -0.659 4.838 -0.56
H -5.133 -0.456 -2.894 0.39
H -2.764 -0.094 -3.592 0.48
H -3.932 -1.012 1.002 0.44
H -2.177 -0.841 2.385 0.30
H 2.139 -0.699 2.413 0.29
H 3.919 -0.790 1.054 0.43
H 5.129 -0.374 -2.856 0.39
H 2.754 -0.141 -3.587 0.49
H 2.113 -0.963 4.383 0.31
H 2.001 -0.878 6.821 0.37
H -2.086 -0.545 6.796 0.37
H -2.178 -0.593 4.354 0.27
Cl -0.156 2.516 0.691 -0.15
C -0.055 2.831 -1.009 0.82
C -0.012 1.790 -1.930 -1.23
C 0.049 2.171 -3.258 1.28
Cl 0.067 0.798 -4.346 -0.28
C 0.084 3.468 -3.725 -0.34
Cl 0.159 3.797 -5.409 -0.19
C 0.055 4.489 -2.780 0.67
Cl 0.109 6.126 -3.290 -0.18
C -0.016 4.169 -1.422 -0.13
Cl -0.054 5.437 -0.263 -0.17
F 0.003 -2.049 -3.503 -0.48
B 0.079 -3.180 -2.552 0.31
F -1.005 -2.983 -1.658 -0.35
F 0.009 -4.364 -3.231 -0.31
F 1.290 -3.012 -1.844 -0.36
```

Summary:
Frontier orbital gap (spin up / spin down), eV: 4.9 / 8.0
Energy relative to the best compared isomer or geometry (same formula, charge and spin), kJ/mol: 47.4
2S+1: 5
F_max, Eh/bohr: 0.0131
Net charge: 0

***

[2]
Molecular formula: C24H14Cl5PSr
Method: DFT, the ωB97M-V functional and the def2-TZVPD basis

```
45
Properties=species:S:1:pos:R:3:mulliken_charge:R:1
Sr 1.717 0.844 1.109 1.82
C -2.623 -3.222 -3.527 -0.45
C -2.600 -1.877 -3.868 -0.63
C -1.883 -0.974 -3.095 -0.17
C -1.177 -1.413 -1.978 -0.04
C -1.196 -2.767 -1.648 -0.44
C -1.922 -3.667 -2.414 -0.59
P -0.266 -0.290 -0.880 0.13
C -0.002 1.220 -1.894 0.22
C 1.011 1.199 -2.859 -0.46
C 1.281 2.319 -3.629 -0.60
C 0.555 3.488 -3.429 -0.39
C -0.438 3.527 -2.462 -0.73
C -0.718 2.399 -1.698 -0.16
C -1.418 0.280 0.410 1.17
C -2.796 0.080 0.328 -0.23
C -3.611 0.586 1.329 -0.53
C -3.037 1.285 2.386 -0.56
C -1.660 1.465 2.442 -0.57
C -0.778 0.968 1.466 -1.07
H -3.186 -3.924 -4.128 0.38
H -3.145 -1.528 -4.736 0.39
H -1.875 0.075 -3.363 0.38
H -0.641 -3.118 -0.785 0.38
H -1.934 -4.715 -2.146 0.39
H 1.581 0.289 -3.016 0.40
H 2.059 2.284 -4.381 0.40
H 0.767 4.366 -4.025 0.39
H -1.003 4.436 -2.301 0.41
H -1.494 2.431 -0.943 0.36
H -3.233 -0.468 -0.500 0.34
H -4.683 0.439 1.286 0.39
H -3.672 1.681 3.170 0.36
H -1.263 2.007 3.297 0.37
Cl 3.523 2.338 3.782 -0.30
C 3.693 0.574 3.923 1.32
C 3.119 -0.172 2.923 -2.65
C 3.251 -1.535 3.051 1.64
Cl 2.509 -2.515 1.775 -0.26
C 3.912 -2.160 4.101 -0.56
Cl 4.037 -3.876 4.194 -0.18
C 4.481 -1.354 5.091 0.89
Cl 5.316 -2.076 6.412 -0.18
C 4.373 0.036 5.008 -0.57
Cl 5.074 1.038 6.222 -0.18
```

Summary:
Frontier orbital gap, eV: 7.7
Energy relative to the best compared isomer or geometry (same formula, charge and spin), kJ/mol: 11.7
F_max, Eh/bohr: 0.0098
Net charge: 0

***

[3]
Molecular formula: C24H15Br4N2O2SiTi
Method: DFT, the ωB97M-V functional and the def2-TZVPD basis

```
49
Properties=species:S:1:pos:R:3:mulliken_charge:R:1
Ti -3.984 -5.657 17.110 0.42
Br -0.993 -6.375 23.082 -0.17
C -2.218 -5.845 21.723 0.27
C -3.184 -4.861 21.955 0.17
Br -3.196 -4.138 23.678 -0.15
C -4.102 -4.494 20.998 -0.38
Br -5.451 -3.222 21.430 -0.12
C -3.900 -4.949 19.687 0.93
O -4.439 -4.485 18.559 -0.86
C -3.000 -6.057 19.506 0.76
O -3.084 -6.672 18.326 -0.62
C -2.126 -6.482 20.500 -0.65
Br -0.802 -7.842 20.160 -0.12
N -6.989 -11.424 17.567 -0.44
C -6.554 -10.415 17.189 -0.16
C -5.980 -9.216 16.696 0.65
C -4.817 -9.261 15.858 -0.63
C -4.279 -8.094 15.391 -0.33
N -4.756 -6.863 15.787 -0.12
C -5.899 -6.801 16.531 -0.06
C -6.475 -7.981 17.046 -0.60
H -4.425 -10.217 15.536 0.48
H -3.441 -8.083 14.663 0.43
H -6.492 -5.854 16.558 0.42
H -7.355 -7.963 17.736 0.43
C -3.886 -2.549 11.535 -0.51
C -4.010 -1.972 12.820 -0.34
C -3.559 -2.632 13.958 -0.40
C -2.988 -3.882 13.872 0.24
C -2.982 -4.517 12.645 -0.26
C -3.386 -3.845 11.470 -0.54
Si -2.315 -4.752 15.432 0.93
C -0.527 -5.330 14.978 0.53
C 0.367 -4.392 14.481 -0.41
C 1.738 -4.609 14.420 -0.60
C 2.247 -5.876 14.729 -0.44
C 1.377 -6.829 15.285 -0.51
C 0.010 -6.578 15.344 -0.40
H -4.216 -1.984 10.658 0.37
H -4.471 -0.967 12.942 0.32
H -3.659 -2.154 14.942 0.31
H -2.629 -5.530 12.580 0.34
H -3.424 -4.427 10.589 0.40
H -1.833 -3.575 16.250 -0.28
H -0.018 -3.468 14.137 0.38
H 2.423 -3.793 14.213 0.36
H 3.299 -6.099 14.631 0.37
H 1.814 -7.742 15.729 0.34
H -0.647 -7.411 15.551 0.26
```

Summary:
Frontier orbital gap (spin up / spin down), eV: 6.1 / 6.3
Energy relative to the best compared isomer or geometry (same formula, charge and spin), kJ/mol: 0.0
2S+1: 2
F_max, Eh/bohr: 0.0414
Net charge: 0

***

> Which formula does entry 1 have?

C24H12BCl5CrF4N6

***

> F_max of number 3 (C24H15Br4N2O2SiTi)?

0.0414 Eh/bohr

***

Repeat the third record exactly.
Molecular formula: C24H15Br4N2O2SiTi
Method: DFT, the ωB97M-V functional and the def2-TZVPD basis

```
49
Properties=species:S:1:pos:R:3:mulliken_charge:R:1
Ti -3.984 -5.657 17.110 0.42
Br -0.993 -6.375 23.082 -0.17
C -2.218 -5.845 21.723 0.27
C -3.184 -4.861 21.955 0.17
Br -3.196 -4.138 23.678 -0.15
C -4.102 -4.494 20.998 -0.38
Br -5.451 -3.222 21.430 -0.12
C -3.900 -4.949 19.687 0.93
O -4.439 -4.485 18.559 -0.86
C -3.000 -6.057 19.506 0.76
O -3.084 -6.672 18.326 -0.62
C -2.126 -6.482 20.500 -0.65
Br -0.802 -7.842 20.160 -0.12
N -6.989 -11.424 17.567 -0.44
C -6.554 -10.415 17.189 -0.16
C -5.980 -9.216 16.696 0.65
C -4.817 -9.261 15.858 -0.63
C -4.279 -8.094 15.391 -0.33
N -4.756 -6.863 15.787 -0.12
C -5.899 -6.801 16.531 -0.06
C -6.475 -7.981 17.046 -0.60
H -4.425 -10.217 15.536 0.48
H -3.441 -8.083 14.663 0.43
H -6.492 -5.854 16.558 0.42
H -7.355 -7.963 17.736 0.43
C -3.886 -2.549 11.535 -0.51
C -4.010 -1.972 12.820 -0.34
C -3.559 -2.632 13.958 -0.40
C -2.988 -3.882 13.872 0.24
C -2.982 -4.517 12.645 -0.26
C -3.386 -3.845 11.470 -0.54
Si -2.315 -4.752 15.432 0.93
C -0.527 -5.330 14.978 0.53
C 0.367 -4.392 14.481 -0.41
C 1.738 -4.609 14.420 -0.60
C 2.247 -5.876 14.729 -0.44
C 1.377 -6.829 15.285 -0.51
C 0.010 -6.578 15.344 -0.40
H -4.216 -1.984 10.658 0.37
H -4.471 -0.967 12.942 0.32
H -3.659 -2.154 14.942 0.31
H -2.629 -5.530 12.580 0.34
H -3.424 -4.427 10.589 0.40
H -1.833 -3.575 16.250 -0.28
H -0.018 -3.468 14.137 0.38
H 2.423 -3.793 14.213 0.36
H 3.299 -6.099 14.631 0.37
H 1.814 -7.742 15.729 0.34
H -0.647 -7.411 15.551 0.26
```

Summary:
Frontier orbital gap (spin up / spin down), eV: 6.1 / 6.3
Energy relative to the best compared isomer or geometry (same formula, charge and spin), kJ/mol: 0.0
2S+1: 2
F_max, Eh/bohr: 0.0414
Net charge: 0